Here is a molecular structure, C20H29BFeN6O4 at a distorted geometry from the OMol25 dataset. Energies are from ωB97M-V/def2-TZVPD.

Last column: Löwdin spin population.
Element x y z (Å)
1 Fe 0.180 1.357 15.375  3.4144
2 B 3.616 2.761 15.677  0.0001
3 N 2.870 1.734 16.889  -0.0001
4 C 3.280 1.904 18.196  0.0034
5 C 2.459 1.154 18.912  0.0011
6 C 1.618 0.410 17.894  0.0085
7 N 1.981 0.857 16.746  0.0165
8 N 2.797 3.681 14.918  0.0005
9 C 3.203 4.597 14.139  0.0004
10 C 2.611 4.641 12.970  0.0010
11 C 1.244 3.791 13.380  0.0002
12 N 1.554 3.238 14.477  0.0178
13 H 4.665 3.221 16.395  0.0000
14 H 4.411 1.934 14.819  0.0000
15 H 4.143 2.452 18.386  0.0003
16 H 2.483 0.886 19.962  0.0000
17 H 0.784 -0.288 18.140  0.0004
18 H 4.302 4.810 13.887  0.0001
19 H 2.837 4.441 11.719  0.0002
20 H 0.429 3.605 12.784  -0.0002
21 O -1.157 3.158 16.103  -0.2689
22 C -1.743 2.088 15.907  -0.2172
23 N -3.576 2.105 11.282  0.0007
24 C -2.762 1.641 10.494  0.0004
25 O -2.715 1.772 9.190  -0.0001
26 C -1.506 1.412 11.102  0.0014
27 C -0.363 1.049 10.344  -0.0062
28 C 0.827 0.842 11.150  0.0026
29 C 0.767 0.887 12.463  0.0029
30 N -0.252 1.355 13.177  0.0293
31 C -1.213 1.970 12.327  -0.0016
32 H 1.308 -5.231 17.489  0.9578
33 H -2.029 1.643 16.830  -0.0157
34 H -2.388 1.958 15.158  -0.0178
35 H -4.365 2.226 10.443  0.0000
36 H -0.627 0.261 9.621  -0.0003
37 H 1.884 0.061 10.721  0.0002
38 H 1.594 0.773 13.168  0.0015
39 H -1.951 2.234 13.086  0.0000
40 C -2.873 -3.463 15.089  0.0001
41 C -2.968 -1.915 15.327  0.0001
42 C -3.110 -1.903 16.953  0.0001
43 C -4.188 -1.238 14.867  -0.0005
44 C -1.635 -1.256 14.919  -0.0010
45 H -3.909 -3.900 15.116  0.0000
46 H -2.059 -4.087 15.635  0.0007
47 H -2.412 -3.473 13.997  0.0000
48 H -2.408 -2.632 17.327  0.0001
49 H -3.698 -0.959 17.076  -0.0001
50 H -3.860 -2.840 17.423  0.0000
51 H -5.171 -1.769 14.979  0.0000
52 H -4.293 -1.336 13.743  0.0000
53 H -4.201 -0.014 15.020  -0.0005
54 H -1.809 -0.350 15.039  -0.0023
55 C 1.517 -2.974 14.443  0.0072
56 O 0.249 -2.950 15.016  0.0225
57 C -0.286 -1.564 15.101  0.0022
58 O 0.585 -0.735 14.989  0.0248
59 H 1.660 -3.231 13.401  0.0001
60 H 2.098 -3.810 14.963  0.0129
61 H 2.184 -2.080 14.683  0.0001

Forces on atoms 1 to 2 (eV/Å):
0.09 0.61 -0.57
4.38 -3.78 2.35

Values from the calculation:
F_max: 9.24 eV/Å
HOMO-LUMO gap (alpha / beta): 6.60 / 6.51 eV
calculated total energy: -73387.4673 eV
net charge: -2
LUMO energy (alpha / beta): 4.79 / 4.75 eV
2S+1: 5
HOMO energy (alpha / beta): -0.067 / -0.065 Ha



Here is a molecular structure, C2H2O2P at a distorted geometry from the OMol25 dataset. Energies are from ωB97M-V/def2-TZVPD.

Last column: Mulliken charge in e.
Element x y z (Å)
1 C -1.836 -1.150 -0.393  -0.5582
2 C 1.820 0.257 0.192  0.4473
3 O 2.355 -0.754 0.076  -0.3599
4 O 1.646 1.404 0.354  -0.4563
5 P -0.542 -0.225 0.043  -0.1301
6 H -2.870 -0.690 -0.284  0.0961
7 H -0.573 1.159 0.011  -0.0390

Forces on atoms 1 to 2 (eV/Å):
-1.08 0.23 0.89
-1.57 0.76 0.09

Values from the calculation:
F_max: 3.17 eV/Å
HOMO-LUMO gap: 6.70 eV
calculated total energy: -15488.1674 eV
net charge: -1
LUMO energy: 3.95 eV
2S+1: 1
ΔE to the lowest compared entry with this formula, charge and spin: 61.9 kcal per mole
HOMO energy: -0.101 Ha



Here is C8H18Si2 in the gas phase at a distorted geometry from the OMol25 dataset. Energies are from ωB97M-V/def2-TZVPD.

Last column: Mulliken charge in e.
Element x y z (Å)
1 C 2.098 -2.389 1.448  -1.0165
2 Si 0.296 -2.270 0.878  0.0632
3 C -0.087 -3.470 -0.584  -1.0652
4 C -0.760 -2.724 2.353  -0.9263
5 C 0.051 -0.594 0.305  0.1867
6 C -0.193 0.523 -0.113  0.1271
7 Si -0.367 2.178 -0.827  0.1226
8 C -1.034 3.383 0.387  -0.9986
9 C -1.437 2.296 -2.344  -1.0679
10 C 1.245 2.910 -1.319  -1.0018
11 H 2.307 -1.768 2.315  0.3247
12 H 2.839 -2.220 0.704  0.3404
13 H 2.156 -3.413 1.830  0.2885
14 H 0.504 -4.378 -0.500  0.3124
15 H -1.130 -3.753 -0.649  0.3360
16 H 0.174 -2.934 -1.477  0.3092
17 H -0.706 -3.775 2.593  0.3134
18 H -1.794 -2.363 2.188  0.2864
19 H -0.318 -2.170 3.213  0.2688
20 H -0.299 3.699 1.128  0.3283
21 H -1.832 2.866 0.898  0.2974
22 H -1.444 4.251 -0.112  0.2936
23 H -1.063 3.045 -3.038  0.2949
24 H -2.437 2.503 -2.042  0.3535
25 H -1.497 1.363 -2.902  0.3274
26 H 1.905 3.091 -0.478  0.3182
27 H 1.754 2.242 -2.045  0.2759
28 H 1.070 3.871 -1.808  0.3076

Forces on atoms 1 to 2 (eV/Å):
-1.22 -0.64 0.64
0.64 -1.89 -0.04

Values from the calculation:
F_max: 2.00 eV/Å
HOMO-LUMO gap: 10.63 eV
calculated total energy: -24343.7764 eV
LUMO energy: 0.83 eV
SMILES string: C[Si](C)(C)C#C[Si](C)(C)C
2S+1: 1
ΔE to the lowest compared entry with this formula, charge and spin: 0.0 kcal per mole
HOMO energy: -0.360 Ha



Here is 19 unconnected molecules or ions with the total composition C69H100O45 at a distorted geometry from the OMol25 dataset. Energies are from ωB97M-V/def2-TZVPD.

Last column: Mulliken charge in e.
Element x y z (Å)
1 O -2.225 0.300 -6.708  -0.7248
2 C -2.135 -0.599 -5.885  -0.1742
3 O -2.141 -0.382 -4.545  0.7661
4 C -1.820 -1.612 -3.887  1.2326
5 C -2.145 -2.680 -4.892  -0.9348
6 C -1.866 -2.004 -6.235  0.3269
7 H -2.264 -1.595 -2.905  -0.7630
8 H -0.762 -1.522 -3.688  -0.2271
9 H -3.185 -3.060 -4.834  0.3347
10 H -1.428 -3.471 -4.819  0.4376
11 H -2.518 -2.298 -7.074  0.4096
12 H -0.791 -2.100 -6.468  -0.3978
13 O -2.145 1.612 4.720  0.0206
14 C -2.529 2.382 5.560  -0.2493
15 O -2.306 2.156 6.918  -0.4422
16 C -2.883 3.269 7.670  -0.4554
17 C -3.230 4.358 6.662  -0.8661
18 C -3.274 3.671 5.294  0.6581
19 H -2.072 3.687 8.265  0.2372
20 H -3.659 2.814 8.316  0.3319
21 H -2.459 5.118 6.665  0.2971
22 H -4.175 4.863 6.915  0.3299
23 H -2.876 4.225 4.425  0.1158
24 H -4.288 3.362 5.106  0.0557
25 O -1.866 8.339 -2.905  -0.5323
26 C -1.928 7.775 -1.888  0.0761
27 O -3.003 7.913 -0.985  -0.4022
28 C -2.854 7.155 0.171  0.0152
29 C -1.390 6.705 0.194  -0.1888
30 C -1.010 6.705 -1.350  0.5860
31 H -3.500 6.200 0.037  -0.0940
32 H -3.191 7.745 1.047  0.3501
33 H -1.242 5.756 0.658  -0.0391
34 H -0.783 7.464 0.714  0.2172
35 H -1.377 5.795 -1.853  -0.5413
36 H 0.059 6.761 -1.513  0.5832
37 O 0.611 -3.774 3.586  -0.3608
38 C 1.377 -4.502 4.166  0.4076
39 O 1.578 -5.772 3.729  -0.3596
40 C 2.704 -6.384 4.344  -0.4622
41 C 3.347 -5.342 5.247  -0.5580
42 C 2.245 -4.321 5.383  0.0931
43 H 3.433 -6.738 3.609  0.2042
44 H 2.315 -7.284 4.853  0.3765
45 H 4.265 -5.017 4.759  0.1437
46 H 3.666 -5.868 6.144  0.3628
47 H 2.586 -3.338 5.495  -0.2069
48 H 1.581 -4.622 6.229  0.4168
49 O -4.343 2.467 -1.852  -0.4856
50 C -5.083 1.644 -2.383  0.3722
51 O -5.926 0.840 -1.699  -0.2458
52 C -6.410 -0.195 -2.594  -0.5731
53 C -5.370 -0.187 -3.781  0.2065
54 C -5.089 1.258 -3.843  -0.2143
55 H -7.428 -0.023 -2.917  0.2870
56 H -6.374 -1.110 -1.987  0.2540
57 H -5.745 -0.517 -4.732  0.5280
58 H -4.558 -0.795 -3.520  -0.5062
59 H -5.919 1.896 -4.143  0.4732
60 H -4.171 1.637 -4.345  -0.1554
61 O -3.615 -1.769 0.006  -0.2664
62 C -2.995 -2.763 -0.283  -0.2148
63 O -2.990 -3.313 -1.499  -0.3137
64 C -1.949 -4.317 -1.520  0.4391
65 C -1.759 -4.808 -0.114  -0.9773
66 C -2.133 -3.592 0.735  0.6360
67 H -1.039 -3.849 -1.934  -0.5716
68 H -2.255 -5.140 -2.163  0.5263
69 H -0.770 -5.187 -0.002  0.3867
70 H -2.441 -5.647 0.125  0.3283
71 H -1.268 -2.991 0.968  -0.5710
72 H -2.733 -3.808 1.655  0.4262
73 O 0.287 3.816 4.929  -0.5455
74 C 0.907 4.186 3.983  0.2286
75 O 0.333 4.472 2.812  -0.0191
76 C 1.379 4.856 1.829  0.8869
77 C 2.683 4.204 2.359  0.8884
78 C 2.443 4.339 3.870  -0.7450
79 H 1.485 5.959 1.815  0.2297
80 H 0.978 4.395 0.960  -0.8679
81 H 3.594 4.662 1.919  0.5516
82 H 2.649 3.097 2.234  -0.8065
83 H 2.783 5.339 4.242  0.3164
84 H 2.842 3.497 4.479  0.2913
85 O 2.625 -1.023 6.300  -0.6189
86 C 2.473 -0.567 5.220  0.1691
87 O 2.546 -1.353 4.069  -0.3332
88 C 1.995 -0.597 2.886  1.7492
89 C 1.257 0.585 3.425  2.3874
90 C 2.044 0.841 4.737  -0.2448
91 H 1.344 -1.309 2.376  -0.7858
92 H 2.932 -0.352 2.379  -0.9122
93 H 0.217 0.357 3.516  -0.4862
94 H 1.217 1.438 2.692  -1.4082
95 H 1.581 1.425 5.597  0.2546
96 H 2.929 1.434 4.411  0.2036
97 O 6.744 -3.070 -2.483  -0.5224
98 C 7.526 -3.536 -1.725  0.4680
99 O 8.206 -2.814 -0.834  -0.3713
100 C 8.790 -3.546 0.227  -0.2035
101 C 8.486 -5.011 -0.117  -0.4701
102 C 7.970 -4.993 -1.543  -0.4794
103 H 8.424 -3.142 1.197  0.1314
104 H 9.858 -3.414 0.384  0.3401
105 H 7.721 -5.361 0.561  0.1731
106 H 9.393 -5.589 0.119  0.3562
107 H 7.192 -5.677 -1.946  0.3282
108 H 8.821 -5.040 -2.237  0.2914
109 O 4.577 -5.158 2.346  -0.6888
110 C 4.542 -4.085 1.804  0.2972
111 O 5.515 -3.151 1.901  -0.4927
112 C 5.201 -1.948 1.156  -0.2859
113 C 4.004 -2.332 0.284  1.6239
114 C 3.385 -3.539 0.978  0.2405
115 H 6.070 -1.460 0.654  0.4047
116 H 4.842 -1.366 2.000  0.1724
117 H 4.289 -2.584 -0.727  -0.3489
118 H 3.283 -1.533 0.235  -0.8921
119 H 3.015 -4.418 0.478  0.5057
120 H 2.588 -3.206 1.652  -0.5088
121 O 4.059 1.641 -6.887  -0.6372
122 C 3.069 0.986 -7.006  0.4990
123 O 1.864 1.176 -6.463  -0.1900
124 C 1.042 -0.043 -6.591  0.4948
125 C 1.950 -1.078 -7.118  -0.0608
126 C 3.066 -0.267 -7.843  -0.8706
127 H 0.206 0.287 -7.252  0.1022
128 H 0.665 -0.138 -5.558  -0.3255
129 H 1.389 -1.658 -7.817  0.7158
130 H 2.322 -1.678 -6.282  -0.3525
131 H 2.845 -0.003 -8.904  0.2827
132 H 3.944 -0.789 -7.849  0.4454
133 O -0.143 3.416 -1.182  -0.1909
134 C -0.252 3.407 -2.406  -0.3847
135 O 0.296 4.378 -3.144  -0.3994
136 C 0.292 3.905 -4.599  -0.4851
137 C -0.834 2.897 -4.731  -0.5417
138 C -0.882 2.378 -3.317  2.6810
139 H 1.145 3.269 -4.805  0.1340
140 H 0.385 4.831 -5.095  0.3994
141 H -0.716 2.130 -5.495  -0.0312
142 H -1.691 3.441 -4.949  0.5089
143 H -0.307 1.453 -3.247  -0.9467
144 H -1.841 2.154 -2.880  -0.9158
145 C -3.702 -0.827 6.451  -0.4014
146 C -3.074 -1.455 5.250  0.3517
147 O -4.013 -1.060 4.187  -0.0426
148 C -4.746 0.047 4.586  0.3518
149 O -5.499 0.640 3.912  -0.4929
150 O -4.465 0.277 5.895  -0.3528
151 H -2.870 -0.454 7.094  0.2889
152 H -4.371 -1.508 6.951  0.4167
153 H -3.065 -2.572 5.239  0.3352
154 H -2.108 -1.082 4.944  -0.3659
155 C -6.823 -1.645 1.908  0.4969
156 C -6.345 -2.795 2.801  0.0711
157 O -6.547 -3.954 1.895  -0.3734
158 C -7.439 -3.551 0.952  0.5876
159 O -7.859 -4.256 0.075  -0.5618
160 O -7.668 -2.227 1.010  -0.3986
161 H -5.936 -1.157 1.566  -0.2578
162 H -7.384 -0.951 2.535  0.3301
163 H -6.904 -2.988 3.736  0.1770
164 H -5.336 -2.651 3.021  -0.0788
165 C 2.317 1.495 -0.066  1.4426
166 C 2.730 2.793 -0.813  -0.2276
167 O 4.043 3.067 -0.421  -0.5388
168 C 4.453 2.241 0.576  0.5647
169 O 5.482 2.275 1.135  -0.6003
170 O 3.471 1.345 0.842  -0.4974
171 H 2.303 0.652 -0.747  -0.5967
172 H 1.450 1.599 0.607  -0.5348
173 H 2.126 3.630 -0.581  0.2502
174 H 2.773 2.589 -1.873  0.3509
175 C -2.258 1.057 -0.042  -0.1448
176 C -1.723 0.693 1.312  -0.1957
177 O -0.639 -0.353 1.026  -0.0499
178 C -0.599 -0.534 -0.324  -0.7303
179 O -0.005 -1.477 -0.800  0.2637
180 O -1.424 0.232 -1.015  0.3383
181 H -2.047 2.078 -0.282  0.5133
182 H -3.248 0.745 -0.236  0.0208
183 H -2.365 0.099 1.921  0.1935
184 H -1.206 1.446 1.898  -0.1852
185 C 2.938 -3.645 -3.352  0.2859
186 C 1.657 -3.183 -2.687  0.4942
187 O 0.666 -3.451 -3.758  -0.0400
188 C 1.291 -3.619 -4.897  0.3571
189 O 0.746 -3.694 -5.977  -0.6182
190 O 2.638 -3.632 -4.791  -0.3873
191 H 3.230 -4.670 -3.144  0.2207
192 H 3.730 -2.978 -3.074  -0.3248
193 H 1.610 -2.097 -2.466  -0.5226
194 H 1.501 -3.620 -1.697  0.3268
195 C 5.627 0.583 -3.137  -0.3865
196 C 5.416 -0.352 -4.312  -0.6872
197 O 3.990 -0.577 -4.291  -0.2805
198 C 3.376 0.277 -3.497  -0.3296
199 O 2.180 0.373 -3.434  0.5364
200 O 4.296 0.993 -2.726  -0.2708
201 H 6.208 1.398 -3.318  0.5878
202 H 6.096 -0.025 -2.347  0.0915
203 H 5.892 -1.273 -4.227  0.3793
204 H 5.644 0.070 -5.285  0.2472
205 C -4.564 3.129 1.229  1.7502
206 C -6.030 3.144 1.503  -0.0923
207 O -6.201 4.220 2.479  -0.3723
208 C -5.027 4.769 2.740  0.3494
209 O -4.813 5.691 3.538  -0.6384
210 O -4.049 4.201 2.069  -0.0318
211 H -4.434 3.268 0.127  -0.3605
212 H -4.020 2.245 1.456  -1.0064
213 H -6.344 2.212 1.911  0.2205
214 H -6.650 3.340 0.637  0.2266

Forces on atoms 1 to 2 (eV/Å):
-0.29 -0.52 1.37
0.41 2.33 -1.41

Values from the calculation:
F_max: 3.78 eV/Å
HOMO-LUMO gap: 10.02 eV
calculated total energy: -165314.4127 eV
LUMO energy: 0.12 eV
2S+1: 1
HOMO energy: -0.364 Ha